10
Properties=species:S:1:pos:R:3:forces:R:3 method="wB97M-V/def2-TZVPD" charge=0 e_tot_ev=-221552.0934 lumo_ev=-1.2319
C 0.8438 0.0951 1.8812 -0.8 0.3 1.3
C -0.1276 -0.7256 -2.1115 0.4 0.3 1.3
P -1.1961 0.3824 -1.0179 0.2 -0.9 -1.1
Br -0.6104 -2.5619 -1.4792 0.0 0.6 -0.1
Br -1.6774 -0.0205 -3.2552 -1.0 -0.1 -0.4
Br -0.4389 2.3987 -1.4019 0.4 0.3 0.2
H 1.0470 -0.9454 1.5603 0.3 0.4 1.1
H 0.1202 0.3476 1.1120 -0.3 0.7 0.1
H 1.7250 0.7665 1.7629 -0.6 -0.7 0.2
H 0.3145 0.2630 2.9493 1.4 -0.8 -2.6